C21H57N9O9 | the ωB97M-V functional and the def2-TZVPD basis

Summary:
SMILES   COCCNCCOC.COCCNCCOC.COCCNCCOC.NC(N)=O.NC(N)=O.NC(N)=O
LUMO energy   0.5 eV
ΔE to the lowest compared entry with this formula, charge and spin   82.18 kcal/mol
Frontier orbital gap   9.213 eV
E   -54535.5140 eV

Cartesian coordinates (Å):
1 C -8.221 -23.212 1.732
2 O -9.186 -22.252 1.268
3 C -10.440 -22.249 1.954
4 C -11.438 -21.475 1.158
5 N -10.894 -20.110 0.894
6 C -11.752 -19.304 -0.010
7 C -11.097 -17.994 -0.279
8 O -11.804 -17.254 -1.176
9 C -12.642 -16.278 -0.615
10 H -7.960 -22.950 2.757
11 H -7.370 -23.231 1.050
12 H -8.619 -24.227 1.744
13 H -10.273 -21.781 2.924
14 H -10.752 -23.248 2.259
15 H -12.421 -21.385 1.620
16 H -11.585 -22.035 0.234
17 H -9.956 -20.072 0.520
18 H -12.695 -19.108 0.501
19 H -12.059 -19.706 -0.976
20 H -10.181 -18.283 -0.794
21 H -10.735 -17.422 0.576
22 H -12.066 -15.407 -0.305
23 H -13.301 -16.628 0.180
24 H -13.218 -15.908 -1.463
25 C -3.934 -22.594 4.710
26 O -4.629 -21.497 5.128
27 C -5.819 -21.346 4.395
28 C -6.413 -19.895 4.615
29 N -6.836 -19.696 6.001
30 C -7.785 -18.617 6.266
31 C -7.462 -17.128 5.775
32 O -7.672 -17.024 4.389
33 C -8.228 -15.872 3.819
34 H -3.793 -22.661 3.632
35 H -4.537 -23.440 5.041
36 H -2.909 -22.534 5.078
37 H -6.397 -22.159 4.833
38 H -5.799 -21.563 3.328
39 H -7.338 -19.666 4.086
40 H -5.654 -19.229 4.203
41 H -6.000 -19.234 6.328
42 H -7.930 -18.743 7.339
43 H -8.841 -18.788 6.056
44 H -6.398 -16.999 5.972
45 H -8.016 -16.416 6.387
46 H -8.048 -15.865 2.744
47 H -7.823 -14.982 4.301
48 H -9.287 -15.863 4.077
49 C -16.564 -16.954 2.455
50 O -15.797 -16.652 3.614
51 C -14.945 -15.475 3.441
52 C -14.255 -15.242 4.802
53 N -13.367 -14.004 4.709
54 C -12.354 -14.003 3.694
55 C -11.124 -13.200 4.088
56 O -10.649 -13.491 5.380
57 C -9.668 -12.583 5.978
58 H -17.332 -16.193 2.316
59 H -17.223 -17.780 2.720
60 H -16.025 -17.085 1.517
61 H -15.424 -14.565 3.079
62 H -14.192 -15.660 2.675
63 H -13.697 -16.161 4.984
64 H -15.099 -15.093 5.475
65 H -12.959 -13.920 5.629
66 H -12.791 -13.677 2.750
67 H -12.189 -15.059 3.480
68 H -11.212 -12.113 4.074
69 H -10.311 -13.501 3.428
70 H -9.420 -12.974 6.965
71 H -9.955 -11.532 6.013
72 H -8.760 -12.617 5.376
73 N -13.481 -20.673 6.065
74 C -14.163 -20.681 4.925
75 N -14.930 -19.582 4.754
76 O -14.013 -21.540 4.061
77 H -13.364 -19.826 6.603
78 H -12.852 -21.429 6.295
79 H -14.850 -18.850 5.445
80 H -15.614 -19.579 4.011
81 N -13.017 -17.155 9.445
82 C -12.869 -17.500 8.199
83 N -11.958 -16.745 7.713
84 O -13.457 -18.403 7.633
85 H -12.654 -16.271 9.773
86 H -13.629 -17.846 9.856
87 H -11.670 -15.892 8.171
88 H -11.778 -17.056 6.769
89 N -10.173 -18.633 3.318
90 C -11.222 -18.279 3.979
91 N -12.174 -18.420 3.164
92 O -11.242 -17.756 5.136
93 H -10.315 -19.264 2.543
94 H -9.294 -18.400 3.757
95 H -12.019 -18.648 2.192
96 H -13.058 -18.068 3.502

Cartesian forces, eV/Å:
-1.0 0.5 0.1
0.1 -0.6 -0.6
1.0 0.0 1.5
0.7 0.5 -1.0
-1.5 0.2 -0.7
-0.5 -0.2 1.6
2.1 -0.8 -0.2
-1.0 0.9 -0.8
0.0 0.7 -1.0
0.5 -0.1 0.1
0.0 0.4 0.2
-0.3 -0.1 0.0
0.0 0.5 0.3
-0.3 -0.3 -0.7
0.2 0.0 0.4
-0.1 0.1 -0.4
0.2 -0.8 -0.1
-0.4 -0.2 0.2
0.4 -0.6 -0.1
0.5 0.2 -0.2
-0.4 0.0 0.5
0.2 0.0 0.5
0.0 -0.2 0.1
-0.4 -0.1 0.2
0.6 -0.9 -0.2
0.4 2.7 -0.7
-1.7 0.7 1.1
-0.9 -1.8 -0.6
1.4 1.3 -0.4
-1.3 1.0 0.3
0.3 -1.9 0.9
0.4 -1.2 -0.6
-0.5 0.4 1.2
-0.3 0.1 -0.4
0.6 -0.9 0.0
-0.2 -0.4 0.6
-1.2 0.2 -0.1
0.8 0.2 -0.3
0.2 -0.7 -0.9
0.1 0.4 0.4
0.5 -0.6 1.3
0.6 1.1 0.5
0.0 -0.6 -1.2
0.3 0.4 0.0
-0.3 0.1 -0.2
0.0 -0.1 0.2
0.3 0.3 -0.2
-0.4 0.1 -0.4
-1.2 0.5 1.0
0.8 1.2 -0.9
0.3 -0.8 0.5
0.2 1.2 -2.2
-2.2 -0.6 1.6
-0.6 -0.9 0.3
1.3 0.2 -0.1
0.1 0.0 2.1
-0.4 -1.1 -1.4
0.2 0.7 -0.3
0.6 -0.6 -0.2
0.3 -0.2 0.2
-0.8 0.0 0.3
0.2 -0.5 -0.2
0.2 0.0 0.6
0.5 0.1 0.5
0.3 0.2 -0.1
0.2 0.7 -0.1
1.3 -0.3 0.0
-0.7 0.1 -0.6
0.0 0.3 -0.7
-0.3 0.1 -0.1
-0.6 0.0 0.1
0.2 0.0 -0.1
1.0 -0.5 1.7
1.0 -0.4 -1.2
-0.6 0.7 -0.2
-0.6 -0.5 -0.2
-0.2 0.1 0.2
-0.2 0.1 -0.5
-0.5 0.0 -0.2
0.3 0.2 0.3
-2.4 -1.1 3.6
-0.3 -0.1 0.3
2.7 1.5 -4.0
-0.6 -0.8 -0.2
-0.5 -0.8 0.6
-0.2 1.0 1.3
0.3 -0.4 -0.7
1.0 1.1 -0.8
5.4 -0.7 0.4
1.9 2.3 3.9
-7.3 0.4 -1.7
-0.2 -0.8 -1.6
0.6 -0.1 -0.3
0.3 -0.5 -0.3
-0.3 0.0 0.5
-0.4 -0.5 -0.5



C2H13NO4 | the ωB97M-V functional and the def2-TZVPD basis

Summary:
SMILES   NCCO.O.O.O
LUMO energy   0.7 eV
ΔE to the lowest compared entry with this formula, charge and spin   30.91 kcal/mol
Frontier orbital gap   9.934 eV
E   -11964.1260 eV

Cartesian coordinates (Å):
1 N -1.438 1.641 1.166
2 C -2.586 1.861 0.254
3 C -2.135 2.056 -1.179
4 O -2.070 0.803 -1.883
5 H -1.479 0.725 1.607
6 H -1.312 2.370 1.837
7 H -3.134 2.720 0.644
8 H -3.252 1.009 0.399
9 H -1.087 2.341 -1.196
10 H -2.751 2.766 -1.728
11 H -2.808 0.231 -1.682
12 O 3.059 -1.995 1.801
13 H 3.476 -1.934 2.649
14 H 3.816 -2.118 1.184
15 O -0.483 -2.762 -0.599
16 H -0.273 -1.835 -0.625
17 H -0.688 -2.961 0.288
18 O 4.754 -1.636 -0.691
19 H 5.106 -0.920 -1.238
20 H 5.287 -2.361 -1.010

Cartesian forces, eV/Å:
-0.1 -0.9 -0.7
0.7 0.3 1.4
0.0 -1.3 -0.3
0.3 0.2 -0.2
0.1 0.5 0.0
0.0 0.1 0.4
-0.1 0.2 -0.4
-0.2 0.0 -0.6
-0.1 0.6 0.2
-0.1 0.1 0.0
-0.4 0.1 0.2
0.5 -0.3 -1.1
0.2 0.1 0.8
-0.9 0.3 0.3
0.1 -0.2 -1.7
0.2 0.6 0.0
-0.3 -0.3 1.7
0.3 0.4 -0.3
-0.4 0.2 0.3
0.1 -0.7 0.0



C3H3I | the ωB97M-V functional and the def2-TZVPD basis

Summary:
LUMO energy   0.2 eV
ΔE to the lowest compared entry with this formula, charge and spin   56.05 kcal/mol
Frontier orbital gap   8.782 eV
E   -11255.3785 eV

Cartesian coordinates (Å):
1 C 0.228 -1.529 -0.904
2 C 0.347 -2.990 -1.057
3 C 0.002 -0.269 -0.210
4 I 0.079 -1.807 -3.014
5 H 0.328 0.584 -0.784
6 H 0.588 -0.065 0.647
7 H -0.947 -0.037 0.161

Cartesian forces, eV/Å:
0.4 -7.7 -0.3
-0.5 7.3 1.5
1.2 1.0 -0.4
-0.1 0.2 -1.1
-0.2 0.2 -0.8
1.2 -0.8 1.2
-2.0 -0.2 0.0



C24H66BInN4O8PS | the ωB97M-V functional and the def2-TZVPD basis

Summary:
LUMO energy   2.1 eV
Frontier orbital gap   5.998 eV
E   -74273.7805 eV
Total charge   -1

Cartesian coordinates (Å):
1 C -6.821 -1.641 4.306
2 C -6.349 -3.089 4.287
3 C -4.827 -3.217 4.462
4 C -4.149 -4.089 3.371
5 In -2.138 -3.335 2.696
6 C -1.768 -4.236 0.702
7 B -2.745 -3.595 -0.330
8 O -3.113 -4.247 -1.489
9 O -3.321 -2.325 -0.157
10 P -0.514 -4.103 4.505
11 C 0.840 -2.828 4.562
12 C -1.449 -3.668 6.070
13 S -1.957 -0.799 2.670
14 C -3.497 0.131 2.746
15 O -1.245 -0.406 3.896
16 O -1.244 -0.364 1.464
17 H -6.787 -1.223 5.306
18 H -6.208 -1.017 3.661
19 H -7.836 -1.578 3.925
20 H -6.847 -3.580 5.120
21 H -6.677 -3.559 3.368
22 H -4.381 -2.226 4.464
23 H -4.600 -3.649 5.430
24 H -3.898 -5.044 3.821
25 H -4.814 -4.299 2.539
26 H -2.033 -5.288 0.756
27 H -0.752 -4.102 0.340
28 H -3.487 -3.565 -2.075
29 H -4.181 -2.382 0.291
30 H 1.733 -3.247 5.006
31 H 1.052 -2.439 3.577
32 H 0.521 -1.991 5.173
33 H -1.951 -2.719 5.919
34 H -2.216 -4.405 6.269
35 H -0.773 -3.554 6.909
36 H -4.156 -0.168 1.940
37 H -3.943 0.027 3.725
38 H -3.227 1.174 2.610
39 C 0.536 1.303 -0.579
40 C 2.057 1.189 -0.672
41 C 2.680 2.106 -1.736
42 O 2.521 1.666 -3.072
43 C 1.263 1.961 -3.648
44 N 2.433 -0.215 -0.876
45 H 0.033 0.772 -1.387
46 H 0.172 0.872 0.352
47 H 0.223 2.351 -0.609
48 H 2.465 1.505 0.293
49 H 3.763 2.131 -1.568
50 H 2.315 3.137 -1.630
51 H 0.872 2.919 -3.293
52 H 0.540 1.169 -3.437
53 H 1.394 2.016 -4.730
54 H 3.445 -0.300 -0.823
55 H 2.209 -0.460 -1.837
56 C 2.330 -4.911 1.390
57 C 3.086 -3.624 1.067
58 C 4.194 -3.805 0.019
59 O 5.376 -4.432 0.490
60 C 5.321 -5.843 0.557
61 N 3.596 -3.034 2.307
62 H 2.890 -5.568 2.057
63 H 1.382 -4.688 1.879
64 H 2.099 -5.464 0.476
65 H 2.365 -2.922 0.636
66 H 4.510 -2.812 -0.312
67 H 3.815 -4.334 -0.866
68 H 4.719 -6.260 -0.256
69 H 4.923 -6.183 1.516
70 H 6.341 -6.217 0.463
71 H 3.987 -2.117 2.107
72 H 4.390 -3.589 2.612
73 C 3.341 7.081 -0.041
74 C 3.901 5.769 -0.580
75 C 5.342 5.478 -0.137
76 O 6.337 6.229 -0.807
77 C 6.544 7.537 -0.311
78 N 3.764 5.755 -2.041
79 H 3.723 7.944 -0.586
80 H 2.256 7.093 -0.144
81 H 3.579 7.209 1.017
82 H 3.281 4.963 -0.179
83 H 5.562 4.434 -0.374
84 H 5.451 5.589 0.950
85 H 6.411 7.580 0.774
86 H 5.877 8.258 -0.790
87 H 7.570 7.820 -0.548
88 H 4.030 4.836 -2.385
89 H 4.476 6.377 -2.415
90 C -1.774 2.899 -6.365
91 C -2.480 2.406 -5.105
92 C -3.677 1.485 -5.380
93 O -4.846 2.145 -5.832
94 C -4.875 2.447 -7.212
95 N -2.847 3.562 -4.283
96 H -2.326 3.701 -6.854
97 H -0.792 3.296 -6.111
98 H -1.635 2.089 -7.084
99 H -1.755 1.813 -4.539
100 H -3.960 1.010 -4.438
101 H -3.404 0.679 -6.075
102 H -4.375 1.674 -7.803
103 H -4.417 3.418 -7.419
104 H -5.920 2.497 -7.516
105 H -3.204 3.238 -3.389
106 H -3.646 4.012 -4.723

Cartesian forces, eV/Å:
-0.1 -0.1 -0.4
0.2 0.5 0.7
0.0 -0.4 -0.9
0.6 0.6 0.5
-0.1 -1.2 0.1
-0.8 0.7 0.0
0.2 -0.2 0.4
0.1 0.4 -0.6
-0.6 0.2 0.1
0.0 -0.2 -0.1
-0.5 0.0 0.3
0.0 0.4 -0.7
0.9 0.3 0.3
0.2 0.3 -0.3
-0.4 0.0 0.5
-0.5 0.1 -0.4
0.0 0.1 0.2
0.1 0.1 -0.1
-0.3 0.1 0.1
-0.2 -0.4 -0.1
0.0 -0.2 -0.2
-0.1 0.3 0.1
0.1 0.0 0.3
0.0 -0.4 -0.1
-0.2 0.1 -0.2
0.4 -0.4 0.0
0.3 -0.1 0.1
-0.2 -0.5 0.3
0.5 0.1 -0.2
0.3 -0.2 0.0
0.2 0.0 -0.2
-0.1 0.3 0.0
-0.1 0.3 0.2
0.0 -0.3 0.2
0.2 -0.2 0.2
-0.2 -0.2 -0.1
-0.1 -0.3 0.2
0.2 0.2 -0.1
0.0 0.1 0.2
-0.3 -0.1 -0.2
0.3 0.0 0.2
0.0 0.1 0.0
0.0 -0.1 -0.1
0.2 0.1 0.0
0.0 0.0 0.0
0.0 -0.1 -0.1
0.0 0.0 -0.1
0.1 0.0 0.0
0.0 -0.1 -0.1
-0.1 0.0 0.0
0.0 0.0 0.0
-0.1 0.1 0.0
0.1 0.0 0.0
0.0 0.0 0.1
-0.1 -0.1 0.0
-0.1 0.0 -0.1
0.0 -0.2 0.1
-0.1 0.2 -0.1
0.0 -0.1 -0.1
0.1 0.1 0.1
0.2 0.0 -0.2
0.1 0.0 0.0
0.0 0.1 0.1
0.0 0.0 0.0
0.1 0.1 0.0
0.0 0.0 0.0
0.0 -0.1 0.0
-0.1 0.0 0.0
-0.1 -0.1 -0.1
0.0 0.0 0.0
-0.1 0.0 0.0
-0.1 0.0 0.1
-0.1 0.0 0.1
0.1 0.3 -0.1
-0.1 -0.2 0.1
0.0 0.1 0.1
0.1 0.0 -0.1
0.2 -0.2 0.1
0.1 0.0 0.0
0.0 0.0 0.0
0.0 0.0 0.0
0.1 -0.1 0.0
0.0 0.0 0.0
0.0 0.1 0.0
0.0 0.0 0.0
0.0 0.0 0.1
0.0 0.0 0.0
-0.1 0.0 0.0
-0.1 0.1 0.0
0.1 0.0 0.0
-0.1 0.2 -0.2
0.1 -0.1 0.2
0.0 0.0 -0.1
-0.1 0.1 0.1
-0.1 -0.1 0.1
-0.1 0.0 0.0
0.0 0.0 0.0
0.0 0.0 0.0
-0.1 -0.1 0.0
0.0 0.0 0.0
0.0 0.1 -0.1
0.0 0.0 0.0
0.1 0.0 -0.1
0.0 0.0 0.0
0.1 0.0 0.0
0.1 0.1 0.0